Entry 1:
A structure of composition C6H15ClI2LaO2P in a non-equilibrium geometry. Source: OMol25; level of theory: ωB97M-V with the def2-TZVPD basis set.

The HOMO energy (alpha / beta) is -16.2 / -16.2 eV. As for the net charge: +2. As for the multiplicity: 1. As for the relative energy (zero: lowest compared OMol25 entry of this formula, charge and spin): 0.000 eV. The electronic energy is -49417.38048 eV.

Positions of all 28 atoms, in Å:
I  2.4229  -1.2530  0.5149
I  0.4447  -1.1221  -2.5638
La  -0.8157  0.5589  0.4872
P  1.5856  1.6729  -1.0183
C  3.0035  1.0123  -1.9798
C  1.0764  2.9161  -2.2618
H  1.9533  3.4303  0.6560
H  3.1266  3.4920  -0.7147
H  3.3234  2.2857  0.6187
C  2.6033  2.8400  0.0012
H  0.2450  3.5170  -1.8836
H  1.9485  3.5552  -2.4512
H  3.6069  1.8582  -2.3503
H  2.6580  0.4064  -2.8325
H  0.7529  2.4314  -3.1897
H  3.6333  0.3493  -1.3648
C  0.8538  -2.6571  -0.7256
O  0.7463  -3.8359  -0.6769
Cl  -1.7273  2.8004  1.1460
C  -2.6191  -3.5188  2.4834
C  -1.5288  -2.6488  1.8975
O  -2.0709  -1.3440  1.3417
H  -3.1592  -2.9865  3.2664
H  -2.1165  -4.3691  2.9617
H  -3.2978  -3.9056  1.7098
H  -0.7472  -2.3358  2.5795
H  -1.0227  -3.0643  1.0369
H  -3.0477  -1.3626  1.4004

Löwdin population analysis, charges in e, atoms 1 to 2: atom 1 (I): 0.775, atom 2 (I): 0.806

Entry 2:
A cluster of 2 separate species, C15H20N5O6 in total in a non-equilibrium geometry. Source: OMol25; level of theory: ωB97M-V with the def2-TZVPD basis set.

The HOMO energy is -11.7 eV. As for the net charge: +1. As for the multiplicity: 1. As for the relative energy (zero: lowest compared OMol25 entry of this formula, charge and spin): 3.688 eV. The electronic energy is -35607.37515 eV.

Positions of all 46 atoms, in Å:
O  4.7799  -0.6766  5.1999
O  0.1814  -1.4795  2.6972
O  -0.9603  2.8532  -3.1295
O  -2.9567  3.3620  -2.4478
O  -0.8297  0.2786  -4.0084
O  -4.6681  3.2378  -4.5829
C  3.9273  -0.9680  4.3816
C  0.8822  -0.7638  3.4076
C  1.8875  0.7420  -0.7004
C  1.6812  -0.1898  0.2826
C  -0.1009  -0.1885  -1.0292
C  -3.9753  -0.1270  -5.7671
C  -2.7049  -0.3509  -5.2462
C  -4.6089  1.0844  -5.5156
C  -2.0853  0.6042  -4.4413
C  -4.0033  2.0521  -4.7152
C  -2.7450  1.8125  -4.1084
N  0.7630  0.7287  -1.5117
N  0.6366  -0.5974  4.7122
N  3.2589  0.0145  3.7685
N  -2.1905  2.7390  -3.1898
N  0.4419  -0.7593  0.0643
C  3.6533  -2.4291  4.0762
C  -0.4954  -1.1857  5.4279
C  2.6094  -0.5194  1.4321
C  2.1240  -0.0500  2.8261
H  -0.4437  -0.3358  -4.6577
H  -5.4875  3.2254  -5.1009
H  2.7578  1.3810  -0.8075
H  -1.0968  -0.3817  -1.4229
H  -4.4587  -0.8778  -6.3885
H  -2.2114  -1.2891  -5.4789
H  -5.5824  1.2693  -5.9588
H  0.5784  1.3379  -2.3109
H  1.2824  -0.0335  5.2442
H  3.5856  0.9319  4.0392
H  -0.0121  -1.3978  0.7231
H  4.2366  -3.0377  4.7676
H  2.6019  -2.6677  4.2103
H  3.9752  -2.6599  3.0640
H  -0.5151  -2.2670  5.2785
H  -1.4319  -0.7646  5.0572
H  -0.4148  -0.9794  6.4967
H  2.7588  -1.5994  1.4446
H  3.5783  -0.0606  1.2240
H  1.7973  0.9825  2.6937

natural (NBO) population analysis, charges in e, atoms 1 to 2: atom 1 (O): -0.592, atom 2 (O): -0.686

Entry 3:
A structure of composition C5H8O. Source: OMol25; level of theory: ωB97M-V with the def2-TZVPD basis set.

The HOMO energy is -8.5 eV. As for the net charge: 0. As for the multiplicity: 1. As for the relative energy (zero: lowest compared OMol25 entry of this formula, charge and spin): 4.829 eV. The electronic energy is -7357.42616 eV.

Positions of all 14 atoms, in Å:
C  -1.4134  0.9904  -1.0408
O  -1.3748  -0.8226  -1.1478
C  -0.4668  0.0538  -0.4020
C  -0.3066  -0.2558  1.0859
C  1.1816  0.1496  0.9418
C  1.0497  0.0034  -0.5960
H  -2.2520  1.0879  -0.3258
H  -1.1919  -0.7078  -2.0973
H  -0.4286  -1.3220  1.3033
H  -0.9336  0.3303  1.7645
H  1.9125  -0.4932  1.4380
H  1.3588  1.1851  1.2453
H  1.3867  -0.9822  -0.9372
H  1.4783  0.7831  -1.2320

natural (NBO) population analysis, charges in e, atoms 1 to 2: atom 1 (C): -0.200, atom 2 (O): -0.592